1.
Below is a cluster of 6 separate species, C14H24Br6NO9 in total, with properties calculated with ωB97M-V/def2-TZVPD.

Computed properties:
HOMO-LUMO gap = 8.85 eV
HOMO level = -6.64 eV
E_LUMO = 2.208 eV
Total charge = -1
DFT total energy = -455079.3994 eV

Positions of all 54 atoms, in Å:
N1 -2.00276 -0.25072 -0.64861
O1 -2.23814 0.05996 -1.86154
O2 -2.47780 -1.32115 -0.16257
O3 -1.26192 0.48211 0.05875
Br1 2.35259 1.44503 3.34582
C1 2.06638 2.90596 2.06351
C2 1.43498 2.31514 0.81868
Br2 1.15642 3.70673 -0.50332
H1 3.01530 3.35700 1.80241
H2 1.39109 3.60330 2.54673
H3 0.54499 1.72373 1.03007
H4 2.11603 1.58840 0.37633
Br3 -2.74896 3.65579 0.88749
C3 -2.93197 2.34343 -0.56377
C4 -1.96758 2.50888 -1.69610
Br4 -1.90925 4.33327 -2.40807
H5 -3.97064 2.32139 -0.87789
H6 -2.76593 1.38377 -0.07660
H7 -2.25211 1.83141 -2.50120
H8 -0.95048 2.20655 -1.47426
Br5 -0.84590 2.46758 4.56081
C5 -1.37699 1.32365 3.10245
C6 -2.60033 0.50103 3.44638
Br6 -4.16379 1.67490 3.74523
H9 -0.56983 0.61333 2.93004
H10 -1.54796 1.94481 2.23208
H11 -2.50216 -0.09342 4.34736
H12 -2.87171 -0.15314 2.61958
C7 2.35874 -2.24905 -4.77142
C8 1.48337 -1.11850 -4.31049
C9 1.20850 -1.02876 -2.80263
O4 1.77635 0.21667 -2.38322
C10 2.38943 0.80643 -3.43198
O5 2.99544 1.82465 -3.39981
O6 2.11080 0.14191 -4.57265
H13 1.88485 -3.23308 -4.68922
H14 3.33272 -2.39225 -4.29190
H15 2.57986 -2.14352 -5.83713
H16 0.57256 -1.17045 -4.91126
H17 1.76827 -1.85520 -2.34832
H18 0.19842 -1.09350 -2.40968
C11 1.48881 -2.16859 0.61390
C12 0.22586 -2.30141 1.41591
C13 -0.20691 -3.74567 1.73811
O7 -0.69486 -3.63499 3.08123
C14 -0.17834 -2.52078 3.64683
O8 -0.15450 -2.34247 4.82565
O9 0.42633 -1.74936 2.73937
H19 1.32039 -2.63475 -0.35960
H20 2.31345 -2.66109 1.12427
H21 1.71695 -1.12765 0.38579
H22 -0.65098 -1.79461 1.01160
H23 0.59327 -4.48898 1.77551
H24 -0.98034 -4.01372 1.02137

Atom charges from the Mulliken analysis, given in e for atoms 1 to 5: 0.727, -0.658, -0.765, -0.240, -0.196

---

2.
Below is a structure of composition C21H21N10ReS4, with properties calculated with ωB97M-V/def2-TZVPD.

Computed properties:
HOMO-LUMO gap (spin up / spin down) = 7.16 / 6.25 eV
HOMO level (spin up / spin down) = -16.62 / -16.72 eV
E_LUMO (spin up / spin down) = -9.457 / -10.478 eV
Total charge = +3
DFT total energy = -82465.0373 eV
Energy above the lowest of the compared OMol25 structures with the same formula, charge and spin = 0.000 eV
Expectation value of S² = 3.776
2S+1 = 4

Positions of all 57 atoms, in Å:
Re1 -0.45114 -0.64374 -0.46919
C1 -2.32818 -0.81437 4.54479
S1 -3.46447 -1.27713 3.24845
C2 -2.55368 -1.13049 1.77172
S2 -0.84051 -0.91166 1.83238
N1 -3.30773 -1.23490 0.67932
N2 -2.50851 -1.17879 -0.50158
C3 -3.03654 -1.36111 -1.61242
C4 -2.25149 -1.15932 -2.85518
C5 -2.67489 -1.29196 -4.15195
C6 -1.89385 -0.72621 -5.13547
C7 -0.58159 -0.32778 -4.88411
C8 -0.17116 -0.33021 -3.55355
N3 -0.97669 -0.64166 -2.55064
H1 -2.90915 -0.86604 5.49951
H2 -1.88879 0.12909 4.46596
H3 -1.59379 -1.57045 4.58738
H4 -4.07842 -1.59835 -1.75675
H5 -3.68845 -1.53664 -4.30357
H6 -2.27227 -0.58069 -6.09144
H7 0.03331 -0.04225 -5.71367
H8 0.87487 0.01387 -3.39461
N4 3.62284 -1.71961 -0.50908
C9 3.91826 -0.33539 -0.60582
C10 5.13770 0.34855 -0.95309
C11 4.96041 1.72818 -1.19721
C12 3.71188 2.37770 -1.07556
C13 2.57123 1.70197 -0.77223
C14 2.72101 0.33396 -0.49400
N5 1.69933 -0.60071 -0.44708
C15 2.30751 -1.79696 -0.49924
C16 1.56252 -3.00617 -0.57474
C17 1.84594 -4.33360 -0.59969
S3 0.52874 -5.38867 -0.81020
C18 -0.45621 -3.94308 -0.82257
N6 0.14830 -2.77118 -0.64476
H9 4.30837 -2.40709 -0.36473
H10 6.03729 -0.21169 -1.13220
H11 5.82322 2.29331 -1.59281
H12 3.64199 3.45589 -1.20954
H13 1.64244 2.29972 -0.61670
H14 2.92413 -4.64349 -0.56183
H15 -1.48230 -4.07709 -1.02566
C19 -0.93347 3.40333 4.42785
C20 -1.48306 2.87394 3.16272
N7 -2.66537 2.33749 2.94824
N8 -2.62221 1.91776 1.64813
C21 -1.47744 2.10151 1.07280
S4 -1.00524 1.68706 -0.53158
N9 -0.73674 2.78759 2.00450
N10 0.57844 3.23358 1.86614
H16 -1.72653 3.73016 5.13906
H17 -0.35683 4.32981 4.32737
H18 -0.33679 2.66680 4.94697
H19 -3.41592 1.45594 1.28712
H20 0.98301 2.98391 2.73713
H21 0.58668 4.26734 1.81689

Atom charges from the Mulliken analysis, given in e for atoms 1 to 5: 0.486, -0.659, 0.146, 0.513, -0.307

---

3.
Below is a cluster of 2 separate species, BrHNO3S in total, with properties calculated with ωB97M-V/def2-TZVPD.

Computed properties:
HOMO-LUMO gap (spin up / spin down) = 8.04 / 8.04 eV
HOMO level (spin up / spin down) = -5.19 / -5.19 eV
E_LUMO (spin up / spin down) = 2.846 / 2.845 eV
Total charge = -1
DFT total energy = -88524.4892 eV
Energy above the lowest of the compared OMol25 structures with the same formula, charge and spin = 3.029 eV

Positions of all 7 atoms, in Å:
N1 -0.01159 -1.22001 0.44162
O1 -2.47962 -0.76614 0.33556
O2 -1.58720 -2.88803 -0.47326
O3 -1.24241 -0.83071 -1.76449
S1 -1.48820 -1.43919 -0.47323
Br1 1.20253 -2.10206 -0.49395
H1 0.35472 0.43152 0.12064

Atom charges from the Mulliken analysis, given in e for atoms 1 to 5: -0.421, -0.628, -0.626, -0.626, 1.120